No. 1
Computed, not measured: a molecular structure, C26H29ClPSiTl in a non-equilibrium geometry, with ωB97M-V with the def2-TZVPD basis set.

Computed properties:
HOMO-LUMO gap in hartree: 0.231
LUMO in eV: -0.4
HOMO in eV: -6.69

The geometry in XYZ format:
```
59
Properties=species:S:1:pos:R:3:forces:R:3
C -0.829926 -2.224729 3.134188 0.674 -0.096 -0.209
C -0.692902 -2.839061 1.858815 0.264 0.131 0.403
C 0.690918 -2.992183 1.578693 -0.326 0.349 0.251
H -1.519269 -3.163169 1.227066 0.229 0.088 0.169
C 1.425477 -2.471025 2.683777 -0.316 0.736 -0.444
C 0.484318 -1.994867 3.655232 -0.625 0.319 -0.721
H 0.725987 -1.528983 4.607686 -0.010 -0.242 -0.122
H -1.768650 -1.980145 3.627849 0.217 -0.122 -0.085
H 1.125202 -3.435207 0.684134 -0.092 0.065 0.215
H 2.510003 -2.416863 2.772337 -0.319 -0.126 0.007
Tl 0.686171 0.290765 1.841341 0.111 -1.379 0.391
Cl 3.143713 0.762890 1.947461 -0.197 0.063 -0.187
P 0.331064 -0.182019 -0.981795 0.188 0.049 0.425
C 1.545751 -1.285203 -1.758370 0.284 -0.454 -0.097
C 1.268359 -2.069848 -2.891729 0.407 0.282 0.293
H 0.265060 -2.079149 -3.306435 0.160 0.016 -0.056
C 2.288578 -2.823697 -3.477854 -0.121 0.053 0.126
H 2.065987 -3.403729 -4.372250 0.102 0.085 0.202
C 3.571217 -2.829842 -2.926617 -0.204 0.224 0.013
H 4.367611 -3.398215 -3.412456 -0.257 0.143 0.233
C 3.830147 -2.089780 -1.768285 0.072 -0.123 -0.133
H 4.828525 -2.106709 -1.331141 -0.277 0.015 -0.059
C 2.826105 -1.332847 -1.173353 -0.318 0.126 -0.149
H 3.021245 -0.763270 -0.257846 0.031 -0.205 -0.338
C -1.301460 -0.666853 -1.623587 -0.676 -0.076 0.063
C -1.722646 -2.007618 -1.508794 -0.049 0.272 -0.092
H -1.034694 -2.762093 -1.122571 -0.206 0.221 -0.057
C -3.011242 -2.375778 -1.900498 0.040 0.122 -0.063
H -3.322351 -3.417223 -1.817057 0.109 0.256 -0.002
C -3.899969 -1.425044 -2.413717 0.359 0.084 -0.093
H -4.888381 -1.727210 -2.772639 0.351 0.127 0.239
C -3.489023 -0.093249 -2.518894 -0.021 -0.136 0.075
H -4.164626 0.652761 -2.935390 0.138 -0.152 0.132
C -2.213608 0.292767 -2.104938 0.260 -0.385 0.006
H -1.908708 1.335934 -2.180279 -0.091 -0.218 -0.027
C 0.657258 1.474560 -1.675960 0.082 0.300 0.041
C 1.236862 1.646965 -2.940196 -0.329 0.367 0.347
H 1.513346 0.775219 -3.525902 -0.038 0.138 0.009
C 1.435537 2.936757 -3.434405 0.037 -0.028 0.108
H 1.845011 3.058992 -4.432498 0.002 0.040 0.131
C 1.120780 4.058207 -2.662371 -0.170 -0.361 0.055
H 1.274721 5.061007 -3.062454 0.014 -0.290 0.143
C 0.584939 3.884029 -1.383213 0.020 0.103 -0.125
H 0.356203 4.756374 -0.770683 0.033 -0.232 -0.132
C 0.344448 2.604085 -0.891524 0.201 -0.270 -0.359
H -0.074038 2.480246 0.112076 0.085 0.035 -0.348
C -1.257104 1.042160 4.908653 0.093 -0.192 0.035
Si -0.929235 1.766447 3.214642 0.015 0.073 0.138
C -2.514836 2.085094 2.271161 0.007 -0.093 -0.137
C 0.232906 3.238455 3.294156 -0.089 0.019 0.009
H -1.933659 0.174538 4.839560 0.277 0.317 0.056
H -1.721558 1.807680 5.559709 0.200 -0.287 -0.289
H -0.311845 0.708148 5.369479 -0.400 0.127 -0.107
H -3.086505 2.907441 2.738882 0.210 -0.321 -0.202
H -2.288213 2.349084 1.226412 -0.198 -0.002 0.284
H -3.132057 1.171117 2.267995 0.173 0.357 -0.016
H -0.237848 4.051623 3.876021 0.343 -0.203 -0.229
H 1.182458 2.921794 3.763036 -0.391 0.262 -0.125
H 0.468432 3.590466 2.275320 -0.071 0.028 0.405
```
Positions in Å, forces in eV/Å.

No. 2
Computed, not measured: a molecular structure, C4H7N3 in a non-equilibrium geometry, with ωB97M-V with the def2-TZVPD basis set.

Computed properties:
Relative energy (zero: lowest compared OMol25 entry of this formula, charge and spin) in kcal/mol: 62.38
HOMO-LUMO gap in hartree: 0.363
LUMO in eV: 0.6
HOMO in eV: -9.30

The geometry in XYZ format:
```
14
Properties=species:S:1:pos:R:3:forces:R:3
C 1.049002 -0.748810 -0.112428 -1.054 0.492 0.310
C 1.107474 0.526928 0.687940 0.119 0.171 0.316
N -0.279445 0.749662 1.082039 -0.211 0.318 0.249
C -1.219606 0.382768 0.152587 -0.222 0.154 0.187
N -2.427362 0.779298 0.116694 0.229 -0.129 -0.054
C -0.522937 -0.536853 -0.777597 1.773 0.131 1.500
N -0.779512 -1.084374 -1.888444 2.108 0.333 1.310
H 0.277113 -1.218318 -1.624508 -1.270 -2.102 -4.125
H 1.031698 -1.655896 0.508969 -0.192 0.355 0.001
H 1.950377 -0.846827 -0.773659 -1.197 0.137 -0.076
H 1.492034 1.338788 0.050568 -0.075 -0.072 0.171
H 1.739064 0.453464 1.572681 -0.020 0.065 0.032
H -0.511282 1.532117 1.668376 -0.020 0.106 0.088
H -2.906616 0.328053 -0.663219 0.031 0.041 0.093
```
Positions in Å, forces in eV/Å.